# 1
{"formula": "C6H37N2O11", "method": "ωB97M-V/def2-TZVPD", "elements": ["C", "C", "C", "C", "C", "N", "C", "N", "H", "H", "H", "H", "H", "H", "H", "H", "H", "H", "H", "H", "H", "H", "H", "H", "H", "O", "H", "H", "O", "H", "H", "O", "H", "H", "O", "H", "H", "O", "H", "H", "O", "H", "H", "O", "H", "H", "O", "H", "H", "O", "H", "H", "O", "H", "H", "O"], "positions_angstrom": [[-4.0700, -1.7115, -0.5256], [-2.5479, -1.9030, -0.6083], [-2.0644, -1.8783, -2.0471], [-1.9663, -0.4317, -2.6847], [-1.9104, 0.7095, -1.6419], [-0.5419, 1.2564, -1.5057], [-0.0910, 1.2399, -0.2323], [1.0886, 1.7861, 0.1356], [-4.6118, -1.1795, -1.4150], [-4.5852, -1.4095, 0.4350], [-4.4883, -2.6610, -0.7131], [-2.2754, -2.9819, -0.1946], [-2.1460, -1.1486, 0.1352], [-1.0537, -2.2132, -1.8677], [-2.3723, -2.6672, -2.7932], [-2.8347, -0.3762, -3.3482], [-1.0703, -0.3271, -3.1094], [-2.5581, 1.4929, -2.1058], [-2.2958, 0.4495, -0.6369], [-0.1490, 1.6299, -2.3277], [-0.6125, 0.9708, 0.5737], [1.7579, 2.0483, -0.6234], [1.4817, 1.4436, 1.0117], [0.9375, -0.9468, 4.9563], [0.5605, -0.8570, 3.4598], [1.3189, -1.1843, 4.1045], [1.0801, 4.4440, -2.6656], [1.2475, 3.0211, -3.4205], [0.7031, 3.5658, -2.8583], [3.1873, -1.3553, 0.7980], [4.1553, -0.3232, 1.4046], [3.4713, -0.3326, 0.7940], [2.0666, -1.8298, -2.2166], [1.1566, -2.4948, -3.4352], [1.1921, -2.1960, -2.5178], [3.5330, 0.1110, -2.3004], [3.2247, -0.0616, -0.7513], [2.9796, 0.3345, -1.6062], [3.4424, 1.1503, 1.9776], [2.4433, 0.9778, 2.9836], [2.7021, 1.6168, 2.3241], [-2.3418, 2.8221, 0.9708], [-3.6376, 2.5506, 1.9578], [-2.8759, 2.2355, 1.5619], [-0.7792, 4.1113, -0.9829], [-0.1476, 4.6174, 0.4634], [-0.9641, 4.2545, 0.0153], [0.8210, -3.9110, 1.2161], [1.2933, -4.6412, -0.1089], [1.5886, -4.3553, 0.8028], [-0.7345, 1.3123, 3.6780], [-1.1914, 0.0830, 2.8370], [-0.4370, 0.6033, 3.1225], [3.1662, -1.2526, 3.7142], [3.0578, -2.4724, 2.7697], [3.6970, -1.7355, 3.0415]], "homo_energy_ev": [-2.964, -7.970], "total_charge": 0, "spin_multiplicity": 2, "s_squared": 0.7531, "orbital_gap_ha": [0.119, 0.295]}

***

# 2
{"formula": "C6H37NO12", "method": "ωB97M-V/def2-TZVPD", "elements": ["C", "C", "C", "C", "C", "N", "C", "H", "H", "H", "H", "H", "H", "H", "H", "H", "H", "H", "H", "H", "H", "H", "O", "H", "H", "O", "H", "H", "O", "H", "H", "O", "H", "H", "O", "H", "H", "O", "H", "H", "O", "H", "H", "O", "H", "H", "O", "H", "H", "O", "H", "H", "O", "H", "H", "O"], "positions_angstrom": [[-2.4736, 1.4093, -1.2830], [-2.5830, 2.3023, -0.0256], [-1.1437, 3.1004, 0.1020], [-0.8406, 4.3732, -0.0462], [-1.5369, 0.2088, -1.0927], [-1.9772, -0.9727, -1.8482], [-3.1847, -1.6369, -1.2045], [-3.4550, 1.0791, -1.6124], [-2.0480, 2.1329, -2.1113], [-2.7915, 1.8327, 0.8884], [-3.3260, 3.0531, -0.1322], [-0.3046, 2.4576, 0.2159], [0.2335, 4.8261, 0.0218], [-1.3881, 5.2054, -0.3206], [-1.7104, -0.2472, -0.0863], [-0.4295, 0.3873, -1.3392], [-2.0861, -0.7262, -2.8283], [-3.1183, -1.3610, -0.1639], [-4.1055, -1.2086, -1.5420], [-3.3178, -2.7159, -1.5187], [-1.4330, -3.9780, -2.6668], [-1.3183, -2.6425, -3.3221], [-1.1012, -3.4723, -3.4520], [-0.7153, 0.1085, -4.1368], [0.7473, -0.3019, -3.9133], [-0.0639, -0.5820, -4.3892], [0.8141, -0.0072, 3.7054], [0.7637, 0.9337, 4.9591], [0.1459, 0.4366, 4.3386], [1.4479, -1.7760, 1.1806], [0.8114, -0.9662, 0.0835], [0.6145, -1.2639, 0.8998], [0.5618, -1.9742, -2.6718], [0.5618, -1.8002, -1.2088], [1.1554, -1.8173, -1.8891], [3.3248, -0.6266, 3.9338], [2.2654, -1.6923, 3.9396], [2.6035, -0.8438, 3.4186], [0.6954, 4.1724, 2.4400], [0.3628, 2.7597, 2.3415], [1.1250, 3.3240, 2.2966], [-0.2631, -2.0061, 2.4016], [-0.3100, -1.0201, 3.4875], [-0.2673, -2.0016, 3.2954], [2.2053, -0.7921, -2.4782], [3.5594, -0.1007, -2.3841], [2.7797, -0.0968, -2.9083], [2.1058, -3.7445, 0.0988], [1.1893, -4.0955, 1.1735], [1.9293, -3.4834, 0.9967], [4.4215, 1.9336, -0.8265], [3.2057, 1.1640, -0.1953], [3.6258, 1.4377, -0.9894], [-0.9249, 1.4384, 3.4109], [-1.5907, 0.9831, 2.1167], [-1.3248, 1.8106, 2.5444]], "homo_energy_ev": -9.283, "total_charge": 0, "de_lowest_kcal_mol": 140.49, "orbital_gap_ha": 0.341}

***

# 3
{"formula": "C6H38O13", "method": "ωB97M-V/def2-TZVPD", "elements": ["O", "H", "H", "H", "O", "H", "H", "H", "C", "C", "C", "O", "H", "H", "H", "H", "H", "H", "H", "C", "C", "C", "O", "H", "H", "H", "H", "H", "H", "H", "O", "H", "H", "O", "H", "H", "O", "H", "H", "O", "H", "H", "O", "H", "H", "O", "H", "H", "O", "H", "H", "O", "H", "H", "O", "H", "H"], "positions_angstrom": [[1.0518, -1.9864, 1.5312], [0.6582, -2.8264, 1.7780], [1.4655, -1.6371, 2.3239], [0.3844, -1.3458, 1.2748], [1.8535, 1.6531, 2.7443], [1.9396, 1.0328, 3.4720], [2.7247, 1.6716, 2.3415], [1.1890, 1.2335, 2.1931], [-2.2411, 0.7568, 0.0327], [-0.7189, 0.4570, 0.0196], [0.0140, 1.3175, -1.0959], [-0.0832, 0.4370, 1.2560], [-2.5364, 1.8046, -0.0223], [-2.8815, 0.2975, 0.7856], [-2.6413, 0.4036, -0.9177], [-0.6797, -0.5833, -0.3033], [1.0938, 1.3090, -0.9468], [-0.3206, 2.3481, -0.9775], [-0.2447, 0.9638, -2.0940], [5.5628, 1.7304, -0.6242], [4.3082, 1.2749, 0.1902], [3.8196, -0.1209, -0.3485], [4.3980, 1.4910, 1.5644], [5.6409, 2.8173, -0.5988], [5.2678, 1.4856, -1.6446], [6.5317, 1.3421, -0.3104], [3.4525, 1.8454, -0.1710], [2.8804, -0.4262, 0.1129], [4.5342, -0.8935, -0.0647], [3.6651, -0.1016, -1.4273], [-5.8098, -0.7750, -0.5375], [-5.0164, -1.1931, -0.8721], [-6.5002, -1.4230, -0.6784], [-1.3958, -1.4561, 3.5293], [-0.9424, -1.5334, 4.3688], [-0.9253, -0.7636, 3.0653], [-2.8140, -2.9300, 1.0030], [-3.1271, -2.5495, 0.1824], [-2.5675, -2.1759, 1.5386], [-1.7889, 2.1238, 3.4448], [-2.3229, 2.6217, 2.8258], [-1.0421, 1.8210, 2.9281], [-3.4230, 3.4542, 1.6693], [-3.3472, 3.2678, 0.7334], [-4.2950, 3.1392, 1.9069], [1.7937, -1.4386, -3.2701], [1.9964, -1.7959, -2.4056], [0.8826, -1.1525, -3.2040], [-3.4743, -2.3091, -1.5204], [-3.4728, -1.6587, -2.2227], [-3.7680, -3.1167, -1.9418], [-0.1494, -2.9872, -1.3627], [-0.1917, -2.8759, -2.3125], [-0.9994, -2.6806, -1.0470], [0.6717, 0.3852, -5.5861], [1.4910, -0.1053, -5.6527], [0.4497, 0.3564, -4.6554]], "homo_energy_ev": [-1.277, -4.046], "total_charge": -1, "spin_multiplicity": 2, "s_squared": 0.7507, "orbital_gap_ha": [0.097, 0.196]}

***

# 4
{"formula": "C6H38O14", "method": "ωB97M-V/def2-TZVPD", "elements": ["C", "C", "C", "C", "C", "C", "H", "H", "H", "H", "H", "H", "H", "H", "H", "H", "H", "H", "O", "H", "H", "O", "H", "H", "O", "H", "H", "O", "H", "H", "O", "H", "H", "O", "H", "H", "O", "H", "H", "O", "H", "H", "O", "H", "H", "O", "H", "H", "O", "H", "H", "O", "H", "H", "O", "H", "H", "O"], "positions_angstrom": [[0.5350, 1.2848, 0.3245], [-0.4396, 0.2961, 0.9444], [-1.6119, -0.0059, 0.3586], [0.4104, -2.2599, 3.7222], [0.0252, -1.5845, 2.4654], [0.1497, -0.3075, 2.1436], [1.6115, 1.1490, 0.3054], [0.2174, 1.5734, -0.6895], [0.5400, 2.1450, 1.0410], [-2.0273, 0.7460, -0.3153], [-2.3323, -0.6592, 0.7652], [1.0461, -1.6573, 4.3359], [1.0717, -3.1244, 3.3807], [-0.2669, -2.7748, 4.3636], [-0.4744, -2.1725, 1.6836], [0.8383, 0.4392, 2.6138], [1.2340, 1.2601, -4.0409], [0.9722, -0.2079, -4.0222], [1.6979, 0.4416, -4.2651], [-2.4042, 2.7302, 2.3066], [-0.9628, 2.6762, 2.8519], [-1.5309, 3.1478, 2.2161], [4.0785, -0.6931, -2.3801], [3.3887, -1.3374, -3.6257], [3.6835, -1.5024, -2.7245], [-2.8455, -1.1256, -2.7786], [-1.2929, -1.1314, -2.4397], [-2.1605, -1.4878, -2.1972], [-0.3341, -2.8401, -3.1623], [1.0902, -2.8620, -2.6051], [0.4713, -2.3134, -3.1226], [-1.1320, -4.1609, -0.7216], [-0.0602, -4.9579, 0.0611], [-0.4250, -4.8558, -0.8263], [3.8717, 2.8046, 0.7582], [3.8771, 1.6199, 1.6961], [3.2796, 2.2439, 1.2703], [-2.9946, -3.2679, 0.0662], [-1.8553, -2.1324, -0.3658], [-2.0708, -3.0069, 0.0261], [0.9332, 4.3930, 0.7045], [-0.4890, 4.1056, 1.2840], [0.0122, 4.6633, 0.6562], [0.6974, 2.3296, 4.3880], [1.8381, 2.4301, 3.4910], [0.9058, 2.1598, 3.4547], [-4.2316, -0.9565, 0.2389], [-4.7666, -1.1547, 1.7740], [-4.9410, -1.2340, 0.8360], [2.8195, -2.4485, -1.5172], [2.3148, -3.7337, -0.6573], [2.1782, -2.8181, -0.8963], [-0.6031, 1.7028, -2.8376], [-0.9369, 3.0558, -3.2204], [-0.1557, 2.4929, -3.1660], [-0.2678, 4.7803, -1.5488], [-1.1157, 3.8551, -0.7614], [-1.0610, 4.2481, -1.6408]], "homo_energy_ev": -8.473, "total_charge": 0, "de_lowest_kcal_mol": 67.64, "orbital_gap_ha": 0.303}